(1)
A 3-piece molecular cluster, C2F2O2S overall, computed with ωB97M-V with the def2-TZVPD basis set.

Geometry as ORCA input:
```
! RIJCOSX wB97M-V def2-TZVPD def2/J DEFGRID3
* xyz 0 1
S 3.2620 0.7579 0.4602
F -3.2367 0.9973 0.8866
F -0.3560 0.5560 -0.3302
O -2.4592 -0.3431 -0.1365
O 1.7004 -1.3014 -0.3332
C 2.3917 -0.3828 -0.0635
C -1.3022 -0.2838 -0.4834
*
```

**LUMO level (spin up / spin down)**: -0.107 / -0.107 hartree
**Kohn-Sham gap (spin up / spin down)**: 8.01 / 8.00 eV

Atom charges from the natural (NBO) analysis, given in e for atoms 1 to 5: S 0.09; F -0.45; F -0.23; O -0.21; O -0.48

(2)
The molecule C2F2O2S, computed with ωB97M-V with the def2-TZVPD basis set.

Geometry as ORCA input:
```
! RIJCOSX wB97M-V def2-TZVPD def2/J DEFGRID3
* xyz 0 1
S 2.1457 -0.3373 -0.8550
F 1.3446 1.3834 1.0488
F -2.2354 0.0656 -0.6687
O -0.4173 -1.2397 1.3974
O -0.8404 0.1724 -0.4359
C -0.1375 -0.4443 0.5573
C 1.2072 0.2446 0.2197
*
```

**LUMO level**: -0.058 hartree
**Kohn-Sham gap**: 9.04 eV
**SMILES**: O=C(OF)C(F)=S

Atom charges from the natural (NBO) analysis, given in e for atoms 1 to 5: S 0.24; F -0.32; F -0.09; O -0.48; O -0.16

Q: Which of them is the least stable? A: (1).

(1)
A 9-piece molecular cluster, C40H62N8O14 overall, computed with ωB97M-V with the def2-TZVPD basis set.

Geometry as ORCA input:
```
! RIJCOSX wB97M-V def2-TZVPD def2/J DEFGRID3
* xyz 0 1
O -4.9263 -8.5556 -38.9900
O -6.8157 -15.6964 -39.0163
O -3.0940 -18.5721 -36.2730
O -1.1423 -13.1138 -39.3458
O -6.6684 -9.1539 -37.6971
O -5.5159 -10.6104 -33.9139
O -6.3416 -10.0492 -39.6808
O -2.1914 -14.9657 -38.5673
O -10.7507 -9.9984 -31.2369
O -14.0749 -16.2631 -37.0469
O -3.8067 -15.6820 -33.0191
O -11.6970 -13.3147 -35.2696
O -13.1550 -13.1493 -33.6338
O -4.7940 -17.5920 -32.3744
N -7.2830 -14.8788 -38.0805
N -4.8223 -16.2888 -32.6747
N -12.8016 -17.2597 -35.4889
N -4.9179 -18.9799 -37.4640
N -3.7138 -10.7541 -35.0482
N -1.3495 -14.0907 -38.5761
N -12.9152 -13.1515 -34.8340
N -10.5892 -9.6489 -33.4724
C -1.3964 -14.7532 -36.0842
C -7.0696 -13.6215 -35.8893
C -8.7289 -15.4764 -32.6699
C -11.8474 -17.8545 -36.3068
C -6.0344 -13.9717 -32.4529
C -8.0030 -12.5353 -36.3760
C -14.0775 -12.7360 -35.6682
C -9.1766 -14.4111 -39.4449
C -8.6669 -14.4923 -38.0605
C -7.3767 -16.2825 -32.7095
C -5.6711 -19.3781 -36.3191
C -16.7517 -12.0814 -35.7151
C -5.6744 -15.6573 -36.3186
C -9.3729 -15.5238 -37.1751
C -3.6567 -18.6276 -37.3420
C -8.6536 -13.9454 -32.5138
C -6.1122 -15.5350 -32.5743
C -7.4240 -13.2715 -32.4359
C -5.1776 -13.4724 -37.6577
C -15.5289 -12.4505 -34.9094
C -5.6165 -19.1125 -38.8053
C -16.5359 -11.8258 -37.2056
C -11.2234 -9.7445 -34.8158
C -2.8110 -10.3211 -36.1046
C -12.5803 -17.3768 -34.0255
C -0.1047 -13.2510 -34.3115
C -15.2679 -12.0987 -37.8172
C -3.1037 -11.6508 -34.0008
C -4.8423 -10.2071 -34.8519
C -9.1412 -9.4708 -33.4955
C -6.3108 -14.3939 -37.0179
C -8.8741 -12.9902 -37.5172
C -0.9082 -13.8255 -37.1730
C -13.9670 -12.6946 -37.1761
C -5.8967 -9.1886 -38.7233
C 0.5528 -12.5274 -35.3354
C -11.2624 -10.0949 -32.4026
C -1.0186 -14.4564 -34.6234
C -13.8217 -16.3912 -35.9110
C 0.2477 -12.8064 -36.8686
H -9.6381 -16.0391 -32.6827
H -3.5502 -11.4700 -32.9813
H -5.6277 -12.5925 -37.8668
H -12.0734 -8.8273 -34.9003
H -2.5585 -11.2595 -36.6616
H -13.1828 -12.5386 -38.0048
H -6.4295 -13.1201 -35.1020
H -7.4231 -17.3500 -32.6980
H -7.5838 -14.2419 -35.1422
H -9.6998 -13.5335 -32.6735
H -14.3458 -15.7898 -35.0815
H -10.5748 -15.3531 -37.1769
H -11.8630 -17.4335 -37.3239
H -4.6963 -13.7555 -38.3946
H -8.7734 -8.8500 -32.7116
H -9.6217 -16.4029 -37.4066
H -5.1380 -13.5589 -32.4346
H -5.9810 -18.6176 -35.6440
H -15.0678 -12.3063 -38.9169
H -2.0755 -11.5718 -33.6344
H -3.2526 -18.4269 -38.2438
H -5.1802 -19.9774 -39.2515
H -11.5759 -17.0965 -33.7520
H -7.4708 -12.2792 -32.1045
H -8.2815 -13.9010 -40.1942
H -12.9752 -18.3568 -33.7071
H -8.6756 -12.2557 -35.4343
H 1.3910 -11.6932 -35.1718
H -1.8980 -9.7880 -35.6507
H -8.4880 -10.2900 -33.6113
H -5.4245 -18.2932 -39.4716
H -10.5120 -9.5941 -35.5141
H -15.7831 -12.5849 -33.6671
H -5.3470 -9.7227 -35.7888
H -6.3984 -16.1583 -35.7926
H -11.3778 -10.7732 -35.1189
H -5.2769 -16.3903 -36.9900
H -0.0189 -12.9977 -33.4062
H -13.2702 -16.7975 -33.4550
H -12.2986 -18.7996 -36.2142
H -3.2890 -9.6865 -36.8581
H -6.5895 -19.0105 -38.8520
H -17.6826 -11.8121 -35.2467
H -9.9844 -13.7903 -39.4351
H -9.9925 -12.9922 -37.3510
H 0.6985 -12.2023 -37.6727
H -9.4571 -15.3450 -39.7045
H -3.2269 -12.6605 -34.0971
H -8.7094 -12.3648 -38.2982
H -10.8601 -17.7094 -35.7372
H -5.6785 -10.3666 -40.5658
H -5.2363 -20.1354 -35.5591
H -9.1524 -15.5243 -36.2315
H -7.3123 -11.7547 -36.8463
H -4.3913 -13.2634 -36.8642
H -4.9868 -15.3387 -35.5335
H -1.3709 -15.1584 -33.8562
H -2.1954 -15.4836 -36.1173
H -12.1663 -10.7019 -32.5445
H -6.8468 -19.6104 -36.5906
H -8.9590 -9.0138 -34.3455
H -17.3216 -11.7002 -37.7876
*
```

**LUMO level**: -0.154 hartree
**Kohn-Sham gap**: 2.73 eV

Atom charges from the Löwdin analysis, given in e for atoms 1 to 5: O 0.00; O 0.16; O 0.04; O 0.05; O -0.12

(2)
A 9-piece molecular cluster, C40H62N8O14 overall, computed with ωB97M-V with the def2-TZVPD basis set.

Geometry as ORCA input:
```
! RIJCOSX wB97M-V def2-TZVPD def2/J DEFGRID3
* xyz 0 1
O 8.8140 42.5100 49.0890
O 8.5820 34.3080 45.5380
O 12.0490 39.6670 52.0780
O 12.0200 37.7020 51.0810
O 16.5140 41.4200 47.2610
O 7.7940 38.1520 54.6890
O 16.9300 42.3410 58.6750
O 17.7490 40.6430 57.7130
O 8.2050 37.7360 48.4450
O 16.4540 38.4660 53.4150
O 10.0840 38.6470 51.5490
O 10.0880 32.8200 44.8050
O 8.3360 44.6840 49.4460
O 7.3510 33.4060 54.3720
N 16.7690 41.3710 57.9570
N 9.5540 39.1470 47.2340
N 7.9410 39.2240 54.1490
N 8.4120 34.9890 53.3100
N 15.4860 40.4100 48.9310
N 15.1610 36.5460 53.3970
N 8.9760 43.6300 49.5720
N 9.7230 33.6810 45.6100
C 9.3640 35.1000 54.4400
C 7.4780 34.1040 53.3160
C 15.6450 41.3050 57.1590
C 8.1090 41.9660 53.2900
C 11.3480 38.7720 51.5480
C 8.6710 35.8930 52.2310
C 12.0340 33.5700 46.8580
C 9.9560 39.4880 55.5170
C 14.2710 39.8100 49.4630
C 12.2400 45.5360 51.2030
C 6.9590 39.7520 53.0880
C 13.1890 41.2670 55.3770
C 13.9130 35.9240 52.9890
C 7.4340 41.0000 52.2900
C 12.9880 41.7280 56.8340
C 10.4520 40.2800 47.1980
C 12.5180 35.5630 48.7630
C 8.7040 40.2580 55.0270
C 15.5400 40.9590 47.8180
C 9.2020 41.4040 54.1330
C 10.3360 43.8340 50.1960
C 15.3670 37.8750 53.2830
C 11.1640 35.8380 48.6960
C 12.7290 42.8830 51.0700
C 10.1470 35.2580 47.6590
C 7.9550 40.7910 56.3160
C 15.5770 40.7060 55.7480
C 9.3570 38.4080 46.0880
C 10.7220 45.2550 50.6180
C 16.2680 35.7230 53.9050
C 12.9850 34.2970 47.9640
C 6.6850 38.6470 52.0220
C 14.3340 40.8340 54.8530
C 5.5150 40.0390 53.8010
C 13.1240 44.3940 51.2900
C 10.6470 34.1850 46.6860
C 14.1260 41.7820 57.6840
C 11.2100 42.6010 50.5490
C 9.0770 38.7810 48.4430
C 16.7570 40.1370 49.8140
H 7.0120 41.3180 56.0420
H 17.2920 39.4400 49.2040
H 11.3720 39.9230 47.6150
H 10.7710 40.1400 56.0350
H 12.4200 32.8980 46.2500
H 8.7370 35.5210 55.2800
H 13.7680 33.9360 48.0120
H 8.4280 42.9150 52.5720
H 7.3470 42.6520 53.8950
H 11.9850 42.2250 57.1520
H 14.6740 40.8900 47.2340
H 9.5630 39.1600 49.4170
H 9.1830 35.5710 47.6530
H 10.8880 41.7190 50.2150
H 14.6190 40.3850 53.8840
H 10.2700 38.0680 45.7070
H 13.9620 38.8490 49.0420
H 14.4450 38.3600 52.8240
H 5.8250 38.8880 51.3860
H 13.9060 35.8840 51.8170
H 8.6550 37.6310 46.0640
H 12.3940 41.1840 54.5820
H 9.8160 34.0830 54.6370
H 6.6930 33.9750 52.4940
H 10.1750 41.0120 47.9480
H 6.6070 41.3670 51.8550
H 9.5740 38.7730 56.2090
H 14.3380 42.0950 58.6260
H 10.5920 40.9020 46.5030
H 8.1420 40.6260 51.3840
H 8.5580 36.9600 52.6880
H 16.0240 34.9930 54.6920
H 6.4870 37.6880 52.5240
H 10.3550 35.9030 54.2460
H 10.0210 45.9910 50.2920
H 5.1050 39.1370 54.2970
H 14.3350 39.8350 50.6230
H 8.5370 41.2120 57.0890
H 14.1520 44.7090 51.6370
H 8.0980 35.7670 51.4980
H 13.0350 36.4070 53.4370
H 17.2560 41.1030 50.0540
H 17.0950 36.2940 54.0780
H 4.6230 40.1560 53.1310
H 10.5280 39.0400 54.5780
H 14.0110 34.9370 53.3780
H 5.7240 40.8320 54.7090
H 13.7240 40.4710 49.1460
H 9.6160 35.7360 51.7030
H 13.3600 36.2150 49.3620
H 10.7500 36.8240 49.3300
H 8.9950 38.9940 45.1360
H 16.6400 39.9010 50.8640
H 7.5120 38.4160 51.1680
H 16.6260 35.3280 53.0340
H 9.5670 42.1790 54.7560
H 10.0430 41.0450 53.4380
H 7.1440 40.0470 56.9370
H 16.4580 40.0880 55.4080
H 12.5120 46.3870 51.3660
H 13.4380 42.1040 51.3600
H 11.2540 37.0990 51.0840
*
```

**LUMO level**: -0.153 hartree
**Kohn-Sham gap**: 4.96 eV

Atom charges from the Löwdin analysis, given in e for atoms 1 to 5: O 0.04; O 0.00; O -0.05; O 0.01; O 0.01

Q: Which of them is the least stable? A: (2).

(1)
The molecule C5H7N, computed with ωB97M-V with the def2-TZVPD basis set.

Geometry as ORCA input:
```
! RIJCOSX wB97M-V def2-TZVPD def2/J DEFGRID3
* xyz 0 1
N 0.6653 -0.4345 -1.1568
C -0.9784 -0.2125 0.3889
C -0.7911 -0.4201 -1.0713
C 0.1591 -0.9019 0.9888
C 1.1489 0.7018 -0.3772
C 0.3573 0.5381 0.8681
H -1.2899 0.3144 -1.7310
H -1.9639 -0.1772 0.8441
H -1.1418 -1.4124 -1.3682
H 1.0317 1.6827 -0.8749
H 0.4903 1.1918 1.7257
H 2.2169 0.5499 -0.1978
H 0.0954 -1.4199 1.9615
*
```

**LUMO level (spin up / spin down)**: 0.002 / 0.002 hartree
**Kohn-Sham gap (spin up / spin down)**: 9.42 / 8.34 eV

Atom charges from the natural (NBO) analysis, given in e for atoms 1 to 5: N -0.24; C -0.29; C -0.29; C -0.08; C -0.29

(2)
The molecule C5H7N, computed with ωB97M-V with the def2-TZVPD basis set.

Geometry as ORCA input:
```
! RIJCOSX wB97M-V def2-TZVPD def2/J DEFGRID3
* xyz 0 1
N -1.1374 0.4295 0.0474
C -0.4026 1.6498 0.3413
C 1.0342 1.3776 -0.0278
C -0.6163 -1.9261 -0.1785
C 1.1203 0.0656 -0.2803
C -0.2493 -0.4767 -0.1597
H 1.8348 2.1102 -0.0886
H 1.9976 -0.5118 -0.5551
H -1.7047 -1.9998 -0.2303
H -0.8338 2.5795 -0.0484
H -0.4923 1.6932 1.4379
H -0.2843 -2.4256 0.7447
H -0.1567 -2.4426 -1.0258
*
```

**LUMO level**: 0.039 hartree
**Kohn-Sham gap**: 10.45 eV
**SMILES**: CC1=NCC=C1

Atom charges from the natural (NBO) analysis, given in e for atoms 1 to 5: N -0.40; C -0.31; C -0.16; C -0.65; C -0.29

(3)
C5H7N as an isolated structure, computed with ωB97M-V with the def2-TZVPD basis set.

Geometry as ORCA input:
```
! RIJCOSX wB97M-V def2-TZVPD def2/J DEFGRID3
* xyz 0 1
N 1.7270 -0.6332 -0.3210
C 0.4693 -0.5464 -0.9739
C 0.5824 0.8141 -0.4593
C -0.7619 -1.0598 -0.3245
C -0.1346 0.9036 0.8627
C -1.2144 -0.1045 0.5047
H 0.5913 -0.6544 -2.0508
H -2.2268 0.0154 0.8472
H 0.4772 1.7115 -1.1019
H -0.4797 1.8925 1.1942
H 1.5964 -0.8042 0.6787
H -1.1925 -2.0251 -0.5505
H 0.5249 0.5356 1.6679
*
```

**LUMO level**: 0.037 hartree
**Kohn-Sham gap**: 9.67 eV

Atom charges from the natural (NBO) analysis, given in e for atoms 1 to 5: N -0.55; C -0.17; C -0.04; C -0.21; C -0.49

(4)
The molecule C5H7N, computed with ωB97M-V with the def2-TZVPD basis set.

Geometry as ORCA input:
```
! RIJCOSX wB97M-V def2-TZVPD def2/J DEFGRID3
* xyz 0 1
N -1.1088 -0.1617 -0.3964
C 0.2699 -0.3082 -0.0283
C -2.2813 -0.0844 -0.1093
C 2.6722 -0.0668 0.1654
C -3.5464 0.1412 0.1346
C 1.3497 0.1725 -0.6173
H -4.2271 -0.5717 0.5996
H 2.8275 0.8192 0.8142
H -3.8298 1.1705 -0.1869
H 2.5577 -1.0000 0.8029
H 1.4553 0.9281 -1.4167
H 3.5253 0.0167 -0.6516
H 0.3358 -1.0554 0.8898
*
```

**LUMO level**: 0.032 hartree
**Kohn-Sham gap**: 8.78 eV
**SMILES**: C=C=N/C=C/C

Atom charges from the natural (NBO) analysis, given in e for atoms 1 to 5: N -0.45; C -0.03; C 0.48; C -0.63; C -0.72

Q: Which of them is the least stable? A: (1).

(1)
The molecule C5H7N, computed with ωB97M-V with the def2-TZVPD basis set.

Geometry as ORCA input:
```
! RIJCOSX wB97M-V def2-TZVPD def2/J DEFGRID3
* xyz 0 1
N 3.2011 -0.6993 0.0652
C 2.0553 -0.4218 0.1448
C 0.6828 -0.1696 -0.0594
C -1.3966 0.3733 0.2162
C -0.5921 -0.9523 0.3171
C -0.1230 1.1327 -0.2497
H -0.6238 -1.4391 1.3000
H 1.6961 -0.6761 -1.0499
H -2.2274 0.3654 -0.4981
H -1.7855 0.7228 1.1783
H 0.1500 1.9992 0.3662
H -0.1646 1.4555 -1.2928
H -0.8723 -1.6907 -0.4380
*
```

**LUMO level**: 0.023 hartree
**Kohn-Sham gap**: 9.14 eV

Atom charges from the natural (NBO) analysis, given in e for atoms 1 to 5: N -0.37; C 0.07; C -0.21; C -0.39; C -0.40

(2)
C5H7N as an isolated structure, computed with ωB97M-V with the def2-TZVPD basis set.

Geometry as ORCA input:
```
! RIJCOSX wB97M-V def2-TZVPD def2/J DEFGRID3
* xyz 0 1
N -0.5759 -0.4533 -0.7291
C 0.2498 0.5458 -1.4428
C 0.7293 -0.7768 -0.0264
C -1.0942 0.1616 0.5269
C 1.5337 0.3029 -0.6991
C 0.1816 -0.1924 1.3079
H 0.5318 0.1221 -2.4287
H 1.1104 -1.8013 0.0006
H 0.0454 -0.9743 2.0569
H -2.0003 -0.3363 0.8811
H -1.3064 1.2331 0.4271
H 0.7587 0.6236 1.7506
H -0.1639 1.5453 -1.6250
*
```

**LUMO level**: -0.002 hartree
**Kohn-Sham gap**: 8.25 eV

Atom charges from the natural (NBO) analysis, given in e for atoms 1 to 5: N -0.42; C -0.42; C -0.22; C -0.23; C 0.13

Q: Which of them is the least stable? A: (2).